This record from the OMol25 dataset describes a structure of composition C3H4O3Yb in a non-equilibrium geometry. The level of theory is ωB97M-V/def2-TZVPD.

Positions of all 11 atoms, in Å:
O (2.618, -1.216, 0.110)
C (3.427, -0.188, 0.278)
O (2.795, 0.966, 0.298)
Yb (0.805, 0.038, 0.075)
O (4.654, -0.300, 0.414)
C (-1.700, 0.651, 0.144)
C (-2.548, -0.315, -0.340)
H (-2.094, 0.814, -1.046)
H (-2.034, 1.118, 1.080)
H (-3.448, -0.197, -0.950)
H (-2.476, -1.371, -0.063)

Output
Spin multiplicity: 2
Total charge: +1
E_LUMO (alpha / beta): -0.219 / -0.261 hartree
Gap between HOMO and LUMO (alpha / beta): 7.040 / 5.645 eV
E: -1500.65589 hartree

Charges per atom according to Löwdin partitioning, unit e: atom 1 (O): -0.1423, atom 2 (C): -0.7871, atom 3 (O): -0.1376, atom 4 (Yb): 1.5772, atom 5 (O): 0.3479, atom 6 (C): -0.2128, atom 7 (C): -0.0631, atom 8 (H): 0.1337, atom 9 (H): 0.1075, atom 10 (H): 0.0970, atom 11 (H): 0.0797